# 1
C2H5NOS in the gas phase, computed with ωB97M-V with the def2-TZVPD basis set.

Geometry as XYZ:
```
10
Properties=species:S:1:pos:R:3:forces:R:3:nbo_charge:R:1
C 0.67073 0.65218 0.39393 1.0 0.4 -0.7 -0.596
C -0.58954 0.83715 -0.40412 -0.8 -4.0 1.3 0.010
H 1.49811 -1.65406 -0.27956 -0.8 -0.6 0.3 0.129
H 1.17757 1.71144 0.31471 -0.7 -2.3 1.1 0.246
H 0.57462 0.08800 1.35721 -0.4 1.6 -0.5 0.267
H -0.80119 1.76556 -0.72114 -0.8 3.1 -1.5 0.184
H -1.98809 -1.70565 0.21578 4.7 1.6 -0.6 0.488
N -1.51097 -0.07602 -0.55350 2.4 2.9 0.1 -0.103
O -0.99513 -1.18254 0.05286 -5.5 -4.1 1.2 -0.572
S 1.96388 -0.43606 -0.37616 0.9 1.3 -0.7 -0.054
```
Positions in Å, forces in eV/Å.

Its total charge is 0. The value obtained for the HOMO-LUMO gap is 0.3556 Eh. Its lowest unoccupied orbital energy is 0.6 eV. Its energy relative to the best compared isomer or geometry (same formula, charge and spin) is 86.1 kcal/mol. The calculation puts the highest occupied orbital energy at -9.05 eV.



# 2
A molecular structure, C9H15IN4S2W, computed with ωB97M-V with the def2-TZVPD basis set.

Geometry as XYZ:
```
32
Properties=species:S:1:pos:R:3:forces:R:3:mulliken_spin:R:1
C -1.33095 0.63450 -2.32518 0.9 3.1 -0.9 0.009
C -1.40399 -0.80296 -2.26297 0.9 -3.2 1.0 0.000
H -2.31877 1.02723 -2.12254 0.1 0.7 0.0 0.001
H -0.88462 1.05719 -3.28670 -0.8 -0.4 1.3 0.001
H -0.66029 0.93851 -1.46616 -0.3 0.7 -0.7 0.012
H -0.95461 -0.98733 -1.23030 -0.7 -1.0 -1.0 0.004
H -2.43871 -1.21151 -2.25103 0.9 0.1 -0.2 0.001
H -0.74453 -1.30149 -3.00246 -0.7 0.0 0.4 0.001
W 0.78745 0.14615 0.54314 -5.0 -1.0 -6.9 2.069
C 2.23292 0.18272 -0.95390 -0.7 0.1 0.1 -0.063
H 2.75482 -0.78598 -0.93718 0.2 0.3 -0.3 0.018
H 2.84607 0.99073 -0.50514 0.3 -0.3 -0.5 0.004
H 1.86475 0.45605 -1.95838 0.5 0.0 0.3 0.002
I -1.97444 -0.11130 1.36386 1.4 0.1 -0.7 -0.058
N -0.03625 3.16064 0.98721 2.1 1.1 3.1 0.019
C 0.60532 2.58191 2.04684 -0.8 -0.8 -2.1 -0.032
N 0.97138 1.29196 1.96061 0.7 2.2 2.0 -0.073
C 1.48825 0.70822 3.10854 -0.3 3.3 1.2 0.032
C 1.56553 1.67091 4.05641 0.8 -2.0 0.4 0.001
S 1.02248 3.19817 3.53265 0.0 1.2 1.2 0.007
C 1.68695 -0.68077 2.98949 0.6 -3.4 0.8 0.024
C 1.98870 -1.72462 3.80214 0.0 2.0 0.3 -0.001
S 1.86834 -3.23703 3.02991 0.2 -1.2 0.7 0.009
C 1.39516 -2.51599 1.58891 0.1 1.4 -1.0 -0.013
N 1.37186 -1.17476 1.73045 0.8 -1.8 1.0 0.000
N 1.14870 -3.08534 0.39600 0.2 0.8 1.5 0.027
H -0.19127 4.14632 1.18924 -0.6 -0.2 -1.1 -0.001
H -0.54488 2.61633 0.33003 -0.8 -0.1 -0.4 -0.003
H 1.96398 1.42621 5.02046 0.0 0.7 0.5 0.002
H 2.27318 -1.54532 4.81496 0.1 -0.7 0.6 0.003
H 1.24498 -4.07559 0.43422 -0.2 -0.7 -1.1 -0.002
H 1.03658 -2.51897 -0.45044 0.1 -0.9 0.4 0.001
```
Positions in Å, forces in eV/Å.

Its total charge is +2. The value obtained for the HOMO-LUMO gap (spin up / spin down) is 0.2278 / 0.2771 Eh. Its lowest unoccupied orbital energy (spin up / spin down) is -8.7 / -8.0 eV. Its energy relative to the best compared isomer or geometry (same formula, charge and spin) is 0.0 kcal/mol. Its multiplicity is 3. The calculation puts the highest occupied orbital energy (spin up / spin down) at -14.86 / -15.57 eV.



# 3
A molecular structure, CdNO3, computed with ωB97M-V with the def2-TZVPD basis set.

Geometry as XYZ:
```
5
Properties=species:S:1:pos:R:3:forces:R:3:nbo_charge:R:1
Cd -0.25464 -10.45271 -31.95874 -0.5 0.0 -0.4 0.931
N -3.68106 -9.81431 -34.51315 -8.2 -2.1 -7.3 0.722
O -4.36493 -8.94235 -35.01836 -0.5 0.1 0.0 -0.206
O -2.82142 -9.58006 -33.86194 10.5 4.1 8.5 -0.226
O -3.83888 -10.98843 -34.76394 -1.3 -2.2 -0.8 -0.222
```
Positions in Å, forces in eV/Å.

Its total charge is +1. The value obtained for the HOMO-LUMO gap is 0.1282 Eh. Its lowest unoccupied orbital energy is -10.5 eV. Its energy relative to the best compared isomer or geometry (same formula, charge and spin) is 68.9 kcal/mol. The calculation puts the highest occupied orbital energy at -13.95 eV.



# 4
3 unconnected molecules or ions with the total composition C6H14O, computed with ωB97M-V with the def2-TZVPD basis set.

Geometry as XYZ:
```
21
Properties=species:S:1:pos:R:3:forces:R:3:nbo_charge:R:1
C 2.09862 -2.28442 -0.29078 0.0 0.0 0.0 -0.859
O 1.38259 0.89043 -1.45895 0.1 0.2 0.6 -0.526
C 1.54830 1.24522 -0.31663 0.0 -0.1 -0.4 0.285
C -1.32558 0.51723 0.43796 0.0 0.0 0.1 0.045
C -1.74303 1.83862 -0.15241 0.0 0.1 0.0 -0.657
C -1.45456 -0.66883 -0.47762 0.0 -0.1 0.0 -0.655
C -0.84235 0.41112 1.67782 0.0 0.0 -0.1 -0.438
H 3.02816 -2.72145 0.08532 -0.2 0.1 -0.1 0.211
H 2.30018 -1.36340 -0.84418 0.0 -0.2 0.1 0.225
H 1.60822 -2.99289 -0.96189 0.1 0.1 0.1 0.215
H 1.20495 2.23449 0.04352 0.0 -0.1 -0.1 0.114
H 2.06538 0.60859 0.42658 -0.1 0.1 -0.1 0.119
H -1.57499 2.66653 0.54384 0.0 -0.1 -0.1 0.212
H -2.80468 1.83206 -0.42835 0.1 0.0 0.0 0.220
H -1.17534 2.03287 -1.07232 -0.1 0.0 0.1 0.225
H -1.11003 -1.59121 0.00020 -0.1 0.2 -0.1 0.216
H -0.85705 -0.50917 -1.38469 -0.1 0.0 0.1 0.232
H -2.49612 -0.80815 -0.79441 0.1 0.1 0.1 0.217
H 1.43012 -2.06701 0.54938 0.1 0.0 -0.1 0.205
H -0.53203 -0.54813 2.08734 -0.1 0.1 -0.1 0.197
H -0.75075 1.27749 2.33027 0.0 -0.1 -0.1 0.195
```
Positions in Å, forces in eV/Å.

Its total charge is 0. The value obtained for the HOMO-LUMO gap is 0.3828 Eh. Its lowest unoccupied orbital energy is 0.9 eV. Its energy relative to the best compared isomer or geometry (same formula, charge and spin) is 38.9 kcal/mol. The calculation puts the highest occupied orbital energy at -9.51 eV.



# 5
A molecular structure, C7H9O6P, computed with ωB97M-V with the def2-TZVPD basis set.

Geometry as XYZ:
```
23
Properties=species:S:1:pos:R:3:forces:R:3:mulliken_spin:R:1
C -0.88866 -1.45955 -2.88035 0.1 0.5 0.0 0.005
C 2.29790 -1.17892 0.78963 -1.0 -0.3 2.3 0.181
C -1.14627 0.81852 0.65175 -0.5 1.9 -2.5 0.140
C 0.45975 -1.05496 -2.13469 -0.1 -4.9 0.5 0.024
C 0.39600 -1.70949 -0.67386 -2.4 -1.2 -1.1 -0.120
C 0.40373 0.69013 0.35845 -1.6 -0.6 0.3 -0.049
C 0.79110 -0.81698 0.46240 1.6 0.2 0.0 0.490
O -0.77270 -2.03455 -3.96595 0.9 -0.7 -1.4 0.002
O 2.31668 -1.95593 1.86870 -0.3 0.5 -0.9 -0.051
O -1.99164 -1.20486 -2.35395 0.2 0.6 1.1 -0.005
O 3.29871 -0.82241 0.25603 1.4 0.9 -1.9 0.015
O 0.51978 -0.32952 3.06571 0.3 2.4 2.5 0.286
O 1.18089 1.49601 1.24980 -0.7 -0.5 -1.1 0.005
P 0.43172 -1.53200 2.22290 -1.5 -2.5 -1.4 1.127
H -1.41913 0.37114 1.58657 -0.3 0.1 0.5 -0.101
H -1.77489 0.40626 -0.18896 0.9 -0.5 0.8 0.027
H -1.51318 1.92428 0.49623 1.1 -1.5 1.0 0.004
H 1.40413 -1.44574 -2.64317 -1.5 0.3 0.3 0.001
H 0.62582 -0.06967 -2.02408 0.0 3.5 0.0 0.003
H 1.07477 -2.57291 -0.64593 -0.3 0.0 -0.1 0.000
H -0.71248 -2.15637 -0.52257 2.4 1.3 -0.3 0.019
H 0.46581 1.00632 -0.68611 0.8 0.3 0.4 0.010
H 0.95771 1.00073 2.05388 0.4 0.3 1.0 -0.014
```
Positions in Å, forces in eV/Å.

Its total charge is -2. The value obtained for the HOMO-LUMO gap (spin up / spin down) is 0.1422 / 0.2281 Eh. Its lowest unoccupied orbital energy (spin up / spin down) is 6.2 / 4.6 eV. Its energy relative to the best compared isomer or geometry (same formula, charge and spin) is 0.0 kcal/mol. Its multiplicity is 3. The calculation puts the highest occupied orbital energy (spin up / spin down) at 2.28 / -1.63 eV.



# 6
C6H11N in the gas phase, computed with ωB97M-V with the def2-TZVPD basis set.

Geometry as XYZ:
```
18
Properties=species:S:1:pos:R:3:forces:R:3:nbo_charge:R:1
C -0.82616 -2.26854 -1.01598 2.0 -0.8 0.2 -0.422
N -1.28930 -0.93037 -0.78322 -1.3 -1.9 -2.2 -0.620
C -0.54629 0.08700 -0.35832 2.0 2.7 3.5 0.281
C 0.47788 -0.06403 0.65963 -2.7 -0.8 -2.7 -0.373
C 1.17782 1.05263 1.19732 4.5 1.0 -0.5 -0.221
C 2.33782 1.05859 2.00433 -3.0 -2.6 -0.2 -0.444
C -1.00755 1.49941 -0.87652 2.4 -2.6 -0.6 -0.643
H 0.21575 -2.46640 -1.42209 -0.9 1.4 -0.1 0.204
H -0.67089 -2.72076 -0.04391 -0.9 -1.1 0.2 0.191
H -1.48613 -2.72193 -1.76265 -0.1 -0.4 0.8 0.208
H -2.29490 -0.95006 -1.00809 1.1 1.4 0.2 0.398
H 0.69341 -1.09716 1.00928 -0.2 0.9 -0.1 0.203
H 1.21676 1.96516 0.54508 -1.1 -0.4 1.1 0.199
H 2.62464 2.02655 2.38973 0.7 -0.2 -0.1 0.201
H 2.69705 0.03065 2.45986 -0.6 2.4 -0.6 0.186
H -2.02995 1.49326 -1.03964 -2.0 -0.3 -0.9 0.207
H -0.41255 1.76518 -1.77815 -0.7 -0.2 0.4 0.224
H -0.87741 2.24083 -0.17666 0.7 1.6 1.7 0.220
```
Positions in Å, forces in eV/Å.

Its total charge is 0. The value obtained for the HOMO-LUMO gap is 0.2853 Eh. Its lowest unoccupied orbital energy is 0.8 eV. Its energy relative to the best compared isomer or geometry (same formula, charge and spin) is 71.0 kcal/mol. The calculation puts the highest occupied orbital energy at -6.98 eV.



# 7
C27H22N2O6 in the gas phase, computed with ωB97M-V with the def2-TZVPD basis set.

Geometry as XYZ:
```
57
Properties=species:S:1:pos:R:3:forces:R:3:nbo_charge:R:1
O 0.11329 -1.18748 -2.75867 -0.1 0.1 0.2 -0.586
C 0.06131 -0.05785 -2.33417 0.1 -0.1 -0.1 0.766
O 0.60197 1.01162 -2.91805 0.0 0.3 0.0 -0.489
C 1.46206 0.80125 -4.03324 0.2 -0.3 -0.5 -0.117
C 2.90595 0.99610 -3.64139 -0.2 0.0 0.1 0.032
C 3.23672 1.83865 -2.58832 0.0 0.0 0.0 -0.242
C 4.56320 2.02255 -2.23894 0.0 0.0 0.0 -0.202
C 5.56538 1.37586 -2.94172 0.1 0.0 0.0 -0.220
C 5.23767 0.53823 -3.99467 0.1 0.0 -0.1 -0.193
C 3.91226 0.34484 -4.34165 -0.1 0.1 0.0 -0.243
H 3.65648 -0.31414 -5.15883 0.0 -0.1 -0.1 0.211
H 6.01588 0.02983 -4.54457 0.1 0.0 0.0 0.212
H 6.60030 1.52273 -2.66985 0.1 0.0 0.0 0.213
H 4.81362 2.67737 -1.41738 0.0 0.1 0.1 0.213
H 2.45116 2.34288 -2.04498 -0.1 0.0 0.1 0.236
H 1.29871 -0.20616 -4.43157 0.0 0.2 0.0 0.219
H 1.17218 1.54292 -4.78596 0.0 -0.1 0.1 0.202
C -0.62574 0.29708 -1.09118 -0.2 -0.8 0.0 -0.043
N -0.50725 1.44427 -0.48528 0.1 -0.1 -0.2 0.448
O 0.07948 2.45739 -0.75987 -0.1 0.4 0.3 -0.374
O -1.22787 1.44387 0.73553 0.0 0.8 0.1 -0.337
C -1.61299 0.11924 1.01661 0.2 -0.8 0.1 -0.002
C -0.64997 -0.53905 2.01197 -0.4 0.2 -0.2 0.780
O -0.99262 -1.34365 2.83463 -0.1 -0.1 0.1 -0.593
O 0.59026 -0.15255 1.76324 0.2 0.2 -0.3 -0.504
C 1.63835 -0.66939 2.60171 0.2 -0.2 0.3 -0.115
C 1.87656 0.25885 3.76182 -0.1 -0.1 -0.2 0.017
C 2.73691 1.34048 3.62613 0.0 -0.1 0.0 -0.223
C 2.92382 2.21743 4.67968 0.1 0.1 0.0 -0.207
C 2.24836 2.02264 5.87273 0.0 0.0 0.0 -0.208
C 1.38260 0.95081 6.00918 0.0 0.0 0.1 -0.196
C 1.19444 0.07159 4.95718 0.0 0.0 0.0 -0.231
H 0.51299 -0.76019 5.05839 -0.1 -0.1 0.0 0.227
H 0.85101 0.79871 6.93669 0.0 0.0 0.1 0.213
H 2.39459 2.70773 6.69463 0.0 0.1 0.1 0.214
H 3.59556 3.05557 4.56850 0.1 0.1 0.0 0.215
H 3.25768 1.49464 2.69243 0.1 0.0 -0.1 0.213
H 2.51412 -0.73118 1.95254 -0.1 0.0 0.1 0.205
H 1.34716 -1.66536 2.94932 0.1 0.1 -0.1 0.213
H -2.62430 0.12360 1.42978 0.2 0.0 -0.1 0.237
C -1.52328 -0.63504 -0.33888 -0.2 0.1 -0.1 -0.249
C -2.86246 -0.80271 -0.98851 0.2 0.2 -0.2 -0.127
C -3.34838 -0.17755 -2.10018 0.4 0.0 0.2 -0.005
N -4.61891 -0.60797 -2.35540 -0.3 0.1 -0.4 -0.519
C -4.98318 -1.51989 -1.40624 0.1 -0.3 0.5 0.128
C -6.16694 -2.22710 -1.23606 -0.1 0.0 0.0 -0.238
C -6.24639 -3.08367 -0.15971 -0.1 0.0 -0.1 -0.214
C -5.17965 -3.23580 0.73149 0.1 -0.1 0.2 -0.219
C -4.00335 -2.53951 0.57045 -0.1 0.0 -0.1 -0.225
C -3.89504 -1.66964 -0.51501 -0.3 0.1 -0.3 -0.035
H -3.18586 -2.65626 1.26599 0.1 0.0 0.1 0.222
H -5.28793 -3.91559 1.56322 0.0 -0.1 0.1 0.212
H -7.15114 -3.65007 0.00292 -0.1 0.0 0.0 0.213
H -6.99185 -2.10746 -1.92265 -0.1 0.0 -0.1 0.213
H -5.18669 -0.31311 -3.13115 0.1 0.0 0.1 0.415
H -2.87359 0.54160 -2.73978 0.1 0.1 -0.1 0.216
H -1.06664 -1.62197 -0.21291 0.1 0.1 0.0 0.251
```
Positions in Å, forces in eV/Å.

Its total charge is 0. The value obtained for the HOMO-LUMO gap is 0.3106 Eh. Its lowest unoccupied orbital energy is 0.3 eV. Its energy relative to the best compared isomer or geometry (same formula, charge and spin) is 117.0 kcal/mol. The calculation puts the highest occupied orbital energy at -8.19 eV.



# 8
2 unconnected molecules or ions with the total composition C2H9N3O, computed with ωB97M-V with the def2-TZVPD basis set.

Geometry as XYZ:
```
15
Properties=species:S:1:pos:R:3:forces:R:3:nbo_charge:R:1
C -0.65645 -0.70880 1.64401 -0.3 -0.5 1.0 -0.434
N -1.14683 -0.04297 0.38482 1.8 0.0 -0.1 -0.657
C -0.52368 0.85845 -0.53587 -0.4 -1.4 -0.4 0.593
N -1.33797 1.23575 -1.66616 0.7 -0.4 2.9 -0.838
N 0.71858 1.17593 -0.42789 -1.2 -0.6 0.2 -0.784
H -1.56520 -0.71300 2.37862 1.8 0.2 -1.2 0.210
H 0.21870 -0.21921 2.14387 -1.0 0.2 -0.5 0.211
H -0.29001 -1.81359 1.62249 -0.9 1.7 -0.9 0.211
H -2.11374 -0.03381 0.37213 -2.0 0.1 -0.2 0.376
H -2.06931 0.57273 -1.87112 0.2 0.1 -0.3 0.382
H -0.74277 1.52925 -2.40915 0.1 0.1 -0.6 0.399
H 0.90953 0.62906 0.41224 1.2 0.6 0.2 0.338
H 3.62759 -0.98020 -0.75313 -2.2 -1.0 1.3 0.461
H 2.30607 -0.34850 -0.88295 -0.5 -0.7 0.7 0.483
O 2.66549 -1.14111 -0.41192 2.7 1.7 -1.9 -0.950
```
Positions in Å, forces in eV/Å.

Its total charge is 0. The value obtained for the HOMO-LUMO gap is 0.3631 Eh. Its lowest unoccupied orbital energy is 0.8 eV. Its energy relative to the best compared isomer or geometry (same formula, charge and spin) is 34.5 kcal/mol. The calculation puts the highest occupied orbital energy at -9.04 eV.